No. 1
A cluster of 16 separate species, C48H128O16 in total in a non-equilibrium geometry. Source: OMol25; level of theory: wB97M-V/def2-TZVPD.

```
! RIJCOSX wB97M-V def2-TZVPD def2/J DEFGRID3
* xyz 0 1
C -1.983 1.006 22.687
C -2.239 0.674 24.137
C -3.710 0.564 24.450
O -1.690 -0.625 24.369
H -2.173 2.046 22.422
H -2.626 0.403 22.046
H -0.917 0.854 22.514
H -1.810 1.463 24.754
H -3.833 0.281 25.495
H -4.230 -0.235 23.922
H -4.211 1.521 24.307
H -0.751 -0.427 24.367
C 8.675 7.274 17.094
C 7.136 7.174 17.249
C 6.614 6.534 18.507
O 6.633 8.481 17.115
H 8.994 7.509 16.078
H 9.114 6.304 17.329
H 9.162 7.959 17.787
H 6.743 6.601 16.409
H 7.025 7.118 19.331
H 6.829 5.466 18.533
H 5.524 6.529 18.512
H 6.780 8.873 16.252
C 3.309 3.547 19.072
C 2.665 3.227 20.376
C 1.679 2.070 20.306
O 3.686 2.829 21.195
H 3.831 2.769 18.513
H 4.114 4.243 19.308
H 2.601 4.077 18.435
H 2.098 4.060 20.790
H 2.143 1.114 20.064
H 0.968 2.125 19.482
H 1.126 1.904 21.231
H 4.232 2.237 20.673
C 3.413 -1.560 14.145
C 3.176 -0.212 14.796
C 4.042 0.076 16.024
O 3.484 0.765 13.859
H 4.425 -1.750 13.788
H 2.860 -1.533 13.206
H 3.175 -2.392 14.808
H 2.141 -0.107 15.119
H 5.057 0.338 15.727
H 3.956 -0.746 16.735
H 3.688 1.013 16.455
H 2.806 0.564 13.210
C 4.534 4.013 15.380
C 3.211 4.196 14.663
C 3.287 4.174 13.162
O 2.390 3.114 15.056
H 4.831 2.964 15.369
H 4.380 4.257 16.431
H 5.347 4.594 14.944
H 2.776 5.161 14.922
H 3.821 3.330 12.726
H 3.832 5.040 12.786
H 2.311 4.095 12.682
H 2.817 2.295 14.793
C 1.226 -2.144 21.920
C 2.292 -3.148 21.438
C 3.554 -2.948 22.305
O 1.822 -4.457 21.605
H 0.998 -2.306 22.974
H 0.275 -2.187 21.389
H 1.535 -1.100 21.894
H 2.519 -3.006 20.382
H 3.421 -3.170 23.364
H 4.114 -2.028 22.135
H 4.191 -3.789 22.031
H 0.864 -4.441 21.667
C 7.021 2.491 17.352
C 8.081 1.300 17.390
C 9.601 1.485 17.601
O 7.609 0.434 18.434
H 6.935 2.887 18.364
H 6.042 2.086 17.099
H 7.264 3.313 16.678
H 7.991 0.799 16.426
H 9.878 1.831 18.597
H 10.021 2.253 16.952
H 10.167 0.560 17.487
H 7.965 -0.427 18.202
C 4.718 6.588 23.981
C 4.078 5.751 22.900
C 4.213 6.444 21.510
O 4.831 4.590 22.887
H 4.112 7.470 24.189
H 5.715 6.895 23.665
H 4.735 5.997 24.897
H 3.044 5.464 23.092
H 5.252 6.531 21.194
H 3.850 7.471 21.563
H 3.717 5.837 20.753
H 4.354 3.992 22.306
C 1.201 1.603 25.685
C 1.599 0.555 24.752
C 3.085 0.226 24.731
O 0.904 -0.587 25.096
H 0.157 1.863 25.864
H 1.697 2.522 25.373
H 1.552 1.442 26.705
H 1.261 0.896 23.773
H 3.289 -0.574 24.019
H 3.474 -0.106 25.694
H 3.574 1.104 24.308
H 1.379 -1.061 25.783
C 9.028 5.184 21.184
C 7.706 4.564 21.549
C 7.641 3.011 21.364
O 7.458 4.820 22.908
H 9.052 6.247 21.423
H 9.172 5.136 20.104
H 9.902 4.731 21.652
H 7.012 5.114 20.913
H 6.616 2.646 21.428
H 8.256 2.575 22.152
H 8.019 2.651 20.407
H 6.508 4.767 23.034
C -2.435 3.399 19.781
C -3.309 4.263 18.888
C -4.345 3.398 18.147
O -4.045 5.192 19.722
H -1.821 2.733 19.175
H -3.095 2.802 20.411
H -1.795 3.971 20.453
H -2.728 4.783 18.127
H -4.830 2.810 18.927
H -3.890 2.678 17.467
H -5.015 3.998 17.531
H -3.430 5.774 20.175
C -1.049 3.654 16.154
C -0.812 2.149 16.224
C -0.653 1.533 14.840
O 0.378 1.895 16.886
H -0.193 4.103 15.651
H -1.057 4.200 17.097
H -1.891 3.995 15.552
H -1.696 1.705 16.681
H -0.591 0.445 14.874
H 0.234 1.795 14.264
H -1.548 1.730 14.249
H 1.063 2.200 16.287
C 4.879 -1.255 19.677
C 5.030 -0.113 20.592
C 6.165 -0.302 21.648
O 5.290 1.049 19.819
H 3.945 -1.157 19.124
H 4.992 -2.218 20.174
H 5.649 -1.252 18.905
H 4.088 0.097 21.097
H 5.899 -1.056 22.388
H 6.266 0.667 22.137
H 7.032 -0.687 21.111
H 6.029 0.805 19.257
C 0.084 4.589 22.569
C -1.142 5.035 23.417
C -0.878 6.257 24.260
O -2.253 5.229 22.554
H 0.919 4.371 23.236
H 0.368 5.259 21.757
H -0.166 3.660 22.057
H -1.487 4.225 24.060
H -0.019 6.127 24.918
H -1.724 6.520 24.895
H -0.796 7.170 23.670
H -3.053 5.055 23.055
C -0.761 -0.185 19.557
C -0.021 -1.199 18.678
C -0.994 -1.636 17.626
O 1.117 -0.737 18.003
H -1.074 0.674 18.964
H -0.148 0.067 20.422
H -1.657 -0.678 19.935
H 0.285 -2.064 19.267
H -1.778 -2.145 18.185
H -0.464 -2.404 17.063
H -1.419 -0.870 16.977
H 0.854 0.088 17.587
C 1.340 6.787 17.539
C 0.516 6.794 18.840
C 0.878 7.984 19.736
O -0.812 7.066 18.429
H 1.321 7.747 17.023
H 1.129 5.984 16.833
H 2.388 6.738 17.835
H 0.634 5.834 19.342
H 1.956 8.032 19.888
H 0.438 7.841 20.723
H 0.535 8.931 19.318
H -1.422 7.147 19.166
*
```

Results
- frontier orbital gap (eV) = 9.5
- DFT total energy (Ha) = -3109.368780
- energy relative to the best compared isomer or geometry (same formula, charge and spin) (kcal/mol) = 87.8
- largest force on an atom (Eh/bohr) = 0.063

Here are the Mulliken charges for atoms 1 to 6, given in e: 0.287, 0.971, -1.710, -0.599, -0.262, 0.342



No. 2
A cluster of 2 separate species, C4H12N3 in total in a non-equilibrium geometry. Source: OMol25; level of theory: wB97M-V/def2-TZVPD.

```
! RIJCOSX wB97M-V def2-TZVPD def2/J DEFGRID3
* xyz 1 3
C -1.049 0.790 1.695
C -0.552 -0.418 1.657
C 0.706 -0.901 -1.396
C 0.647 0.492 -0.996
N -0.806 -1.571 0.780
N 1.459 0.874 -0.061
N -0.270 1.256 -1.535
H -1.780 1.056 0.859
H -0.654 1.610 2.389
H 0.011 -1.006 -2.245
H 0.315 -1.414 -0.465
H 1.813 -1.177 -1.650
H -1.767 -1.636 0.547
H 1.444 1.948 0.111
H 2.024 0.288 0.464
H 0.335 -0.661 2.231
H -0.469 -2.485 0.955
H -0.477 2.082 -1.023
H -0.930 0.873 -2.316
*
```

Results
- frontier orbital gap (alpha / beta) (eV) = 5.5 / 9.1
- DFT total energy (Ha) = -323.425154
- energy relative to the best compared isomer or geometry (same formula, charge and spin) (kcal/mol) = 41.1
- largest force on an atom (Eh/bohr) = 0.258

Here are the natural (NBO) charges for atoms 1 to 6, given in e: -0.382, -0.161, -0.713, 0.561, -0.739, -0.718



No. 3
A cluster of 2 separate species, C3H8NO2 in total. Source: OMol25; level of theory: wB97M-V/def2-TZVPD.

```
! RIJCOSX wB97M-V def2-TZVPD def2/J DEFGRID3
* xyz -1 1
N -0.627 0.263 -3.099
C -0.134 0.100 -1.776
O 0.214 1.162 -1.203
O -0.121 -1.073 -1.340
H -0.523 1.150 -3.551
H -0.769 -0.551 -3.670
C 0.049 0.602 1.900
C 0.450 -0.866 1.745
H 0.892 1.245 1.654
H -0.268 0.829 2.926
H -0.772 0.857 1.236
H 1.007 -1.194 2.633
H -0.431 -1.509 1.701
H 1.031 -1.016 0.843
*
```

Results
- frontier orbital gap (eV) = 8.2
- DFT total energy (Ha) = -324.412916
- energy relative to the best compared isomer or geometry (same formula, charge and spin) (kcal/mol) = 1.5
- largest force on an atom (Eh/bohr) = 0.013

Here are the natural (NBO) charges for atoms 1 to 6, given in e: -0.931, 0.860, -0.823, -0.819, 0.361, 0.360